This record from the Open Molecules 2025 dataset describes a structure of composition C34H68MgO21S8 at a distorted geometry. The level of theory is ωB97M-V/def2-TZVPD.

For the largest force on an atom, the calculation gives 0.103 hartree/bohr. The HOMO energy (alpha / beta) comes out at -1.59 / -3.87 eV. The value obtained for the LUMO energy (alpha / beta) is 0.9 / 0.9 eV. The HOMO-LUMO gap (alpha / beta) comes out at 2.501 / 4.772 eV. The multiplicity is 2. As for the expectation value of S²: 0.7712. Its net charge is -1. As for the total energy: -171481.4633 eV.

Each line ends with the Mulliken charge.
Positions of all 132 atoms, in Å:
Mg1 23.62277 7.36690 -11.95254  0.956
C1 23.90684 5.21320 -8.62285  -0.725
C2 22.94742 4.42938 -7.83869  0.667
C3 21.54728 4.12640 -8.60372  -0.887
O1 20.71572 3.43920 -8.05692  -0.278
C4 21.34874 4.75736 -9.91498  -0.588
C5 22.31808 5.45285 -10.53699  0.476
C6 23.67056 5.63173 -9.87085  0.812
O2 24.58264 6.33651 -10.44683  -0.807
O3 22.09554 5.94324 -11.74968  -0.564
O4 23.20068 4.04639 -6.70634  -0.967
H1 24.86878 5.39723 -8.16766  -0.033
H2 20.37772 4.66059 -10.37774  1.063
C7 24.65412 5.57306 -3.56805  -1.484
C8 24.24631 6.44733 -4.74753  1.545
C9 22.77829 6.68570 -4.92290  1.367
O5 22.77552 8.13257 -5.12094  -0.375
C10 23.95272 8.63692 -4.70590  0.551
O6 24.26380 9.82929 -4.70407  -0.677
O7 24.77147 7.68733 -4.44020  -0.420
H3 24.29913 4.56555 -3.78482  0.204
H4 24.23688 5.95692 -2.63711  0.466
H5 25.73978 5.56917 -3.47090  0.335
H6 24.68827 6.10154 -5.68198  -0.575
H7 22.16164 6.50068 -4.04335  -0.175
H8 22.45867 6.09452 -5.78106  -0.735
C11 20.52197 3.97971 -3.13751  -1.735
C12 20.14905 3.97554 -4.64279  1.822
C13 19.46472 2.69780 -5.20866  0.278
O8 18.31296 3.20575 -5.79910  -0.279
C14 18.25461 4.49285 -5.75949  0.572
O9 17.42154 5.08264 -6.41263  -0.687
O10 19.21527 4.96042 -5.03745  -0.379
H9 21.53025 3.70384 -2.82868  0.330
H10 19.73375 3.47897 -2.57532  0.418
H11 20.63487 5.01813 -2.82598  0.386
H12 21.06980 4.10498 -5.21161  -0.695
H13 19.13437 2.05076 -4.39607  0.515
H14 20.19908 2.17006 -5.81719  -0.426
C15 18.98995 0.66180 -10.10577  -1.484
C16 18.53252 1.38779 -8.79475  2.231
C17 17.96174 2.80125 -8.98909  0.232
O11 16.60155 2.62955 -8.63780  -0.424
C18 16.40346 1.43553 -8.17203  0.532
O12 15.31550 1.11924 -7.66924  -0.678
O13 17.47666 0.66533 -8.35027  -0.425
H15 19.79768 1.14925 -10.65173  0.050
H16 18.04782 0.70713 -10.65208  0.492
H17 19.28299 -0.37977 -9.97401  0.355
H18 19.36375 1.46378 -8.09376  -0.930
H19 17.98091 3.04044 -10.05235  0.496
H20 18.44143 3.68891 -8.57672  -0.435
C19 20.51520 10.03707 -13.54817  -0.748
S1 21.60298 8.74924 -14.29767  0.111
O14 22.44173 8.30708 -13.09819  0.026
C20 20.22479 7.50385 -14.40932  -0.406
H21 20.11806 9.57811 -12.64278  0.019
H22 19.66424 10.18466 -14.21314  0.495
H23 20.98188 11.00526 -13.36670  0.335
H24 19.32597 7.97621 -14.80570  0.464
H25 20.03137 7.09930 -13.41583  -0.251
H26 20.57498 6.74901 -15.11337  0.296
C21 27.07387 9.91310 -13.26285  -1.024
S2 25.22237 9.64779 -13.35024  0.494
O15 24.96990 8.66425 -12.27047  -0.391
C22 24.74621 11.25239 -12.57935  -0.853
H27 27.25881 10.33023 -12.27295  0.319
H28 27.47209 10.59542 -14.01382  0.401
H29 27.61225 8.97831 -13.41911  0.212
H30 23.67634 11.18454 -12.38221  -0.025
H31 25.01904 12.11516 -13.18705  0.511
H32 25.35288 11.40045 -11.68597  0.340
C23 26.70449 4.23125 -6.34387  -0.309
S3 27.70109 2.73318 -6.10197  0.581
O16 29.11155 3.30209 -6.25162  -0.715
C24 27.50943 2.49367 -4.30700  -0.887
H33 26.53602 4.48080 -7.39146  0.165
H34 27.34833 4.98418 -5.88926  0.604
H35 25.76273 4.20378 -5.79575  -0.300
H36 27.88061 1.51714 -3.99600  0.365
H37 26.45058 2.52101 -4.04973  0.251
H38 27.87994 3.36503 -3.76705  0.311
C25 24.53571 1.27204 -7.89070  -0.332
S4 23.54868 -0.28697 -8.27242  0.397
O17 23.71441 -1.15436 -7.03882  -0.687
C26 21.93051 0.57762 -8.07719  -0.158
H39 24.40021 1.94207 -8.73971  0.110
H40 25.57009 0.95570 -7.75626  0.495
H41 24.22902 1.82876 -7.00520  -0.117
H42 21.76087 1.28323 -8.89048  -0.053
H43 21.87454 1.18066 -7.17093  -0.124
H44 21.07486 -0.08751 -7.96076  0.479
C27 22.60659 2.00110 -12.18847  -0.479
S5 22.92795 2.55273 -13.94718  0.534
O18 23.06198 1.28635 -14.81610  -0.716
C28 21.29283 3.46619 -14.16723  -0.706
H45 21.58787 1.61505 -12.15288  -0.026
H46 22.64011 2.93645 -11.62981  0.003
H47 23.39338 1.29035 -11.93569  0.501
H48 20.53487 2.70697 -13.97441  0.485
H49 21.29560 3.87858 -15.17620  0.333
H50 21.13571 4.19832 -13.37514  -0.070
C29 16.35403 6.66407 -9.20398  -0.503
S6 17.15158 6.67669 -10.86671  0.505
O19 16.81044 8.04093 -11.47043  -0.722
C30 18.83502 7.00259 -10.25220  0.045
H51 16.42190 7.62163 -8.68768  0.311
H52 16.92537 5.98208 -8.57425  -0.075
H53 15.32861 6.29462 -9.21403  0.395
H54 19.16641 6.33847 -9.45393  0.269
H55 18.80857 8.04930 -9.94921  0.395
H56 19.42634 6.84994 -11.15505  -0.648
C31 21.32681 10.90834 -10.10298  -1.086
S7 21.49260 9.01575 -9.96021  1.003
O20 22.79914 8.63144 -10.67758  -0.972
C32 21.79342 8.82310 -8.10246  -1.062
H57 22.27441 11.44090 -10.18383  0.274
H58 20.72942 11.31923 -9.28911  0.446
H59 20.79060 11.04809 -11.04162  0.255
H60 21.07045 9.32016 -7.45566  0.555
H61 22.75496 9.25643 -7.82717  0.444
H62 21.86755 7.80442 -7.72180  -0.117
C33 26.97960 5.82844 -13.66451  -0.568
S8 25.25606 5.38557 -14.16634  0.331
O21 24.33911 6.24500 -13.36822  -0.608
C34 25.27458 6.17525 -15.88482  -0.945
H63 27.22341 6.89067 -13.64605  -0.193
H64 27.57990 5.21741 -14.33858  0.464
H65 27.19906 5.50577 -12.64676  0.313
H66 24.25933 6.11914 -16.27752  0.276
H67 26.02775 5.64824 -16.47057  0.446
H68 25.56819 7.22111 -15.79497  0.222